1.
{"formula": "C3H6GdO3", "method": "the ωB97M-V functional and the def2-TZVPD basis", "lumo_energy_ev": [-13.7, -17.4], "spin_multiplicity": 8, "s2": 16.783, "homo_lumo_gap_ev": [9.32, 3.71], "homo_ha": [-0.8456, -0.7771], "e_tot_ev": -30146.6481, "charge": 3, "elements": ["C", "C", "O", "C", "O", "Gd", "H", "H", "H", "H", "H", "O", "H"], "xyz": [[-1.174, -0.568, -2.330], [0.030, -1.056, -2.056], [1.155, -0.200, -2.141], [2.317, -0.674, -2.571], [3.073, 0.418, -2.506], [1.818, 2.180, -1.872], [-2.025, -1.236, -2.203], [-1.338, 0.373, -2.857], [0.317, -2.100, -1.949], [4.007, 0.278, -2.725], [-1.429, -1.522, 0.862], [-1.363, -0.557, 1.072], [-2.246, -0.185, 0.983]]}

=====

2.
{"formula": "C3H6INO", "method": "the ωB97M-V functional and the def2-TZVPD basis", "lumo_energy_ev": 0.3, "e_above_lowest_ev": 2.4477, "homo_lumo_gap_ev": 8.98, "homo_ha": -0.3205, "e_tot_ev": -14843.5883, "charge": 0, "smiles": "OC1(NI)CC1", "elements": ["O", "C", "N", "I", "C", "C", "H", "H", "H", "H", "H", "H"], "xyz": [[-1.593, -0.136, 0.450], [-0.262, 0.025, 0.277], [0.641, 0.003, 1.401], [0.899, -1.601, 2.516], [0.085, 1.044, -0.782], [0.426, -0.372, -1.308], [-1.788, -1.141, 0.417], [0.365, 0.810, 1.938], [1.091, 1.670, -0.651], [-0.868, 1.435, -1.188], [-0.415, -0.928, -1.700], [1.420, -0.809, -1.370]]}

=====

3.
{"formula": "C3H6INO2", "method": "the ωB97M-V functional and the def2-TZVPD basis", "lumo_energy_ev": -0.5, "e_above_lowest_ev": 1.4772, "homo_lumo_gap_ev": 8.56, "homo_ha": -0.3347, "e_tot_ev": -16892.7761, "charge": 0, "smiles": "CO[C@@H](I)C(N)=O", "elements": ["C", "O", "C", "I", "C", "N", "O", "H", "H", "H", "H", "H", "H"], "xyz": [[-1.765, 0.604, 0.767], [-0.785, 0.184, -0.081], [0.474, 0.429, 0.308], [1.076, -1.206, 2.166], [1.568, -0.031, -0.815], [1.015, -1.107, -1.469], [2.575, 0.559, -1.054], [-2.694, 0.095, 0.318], [-1.858, 1.691, 0.829], [-1.465, 0.147, 1.809], [0.499, 1.388, 0.962], [-0.042, -1.316, -1.418], [1.402, -1.438, -2.321]]}

=====

4.
{"formula": "C3H6INO2", "method": "the ωB97M-V functional and the def2-TZVPD basis", "lumo_energy_ev": [-0.2, -0.2], "e_above_lowest_ev": 4.8098, "homo_lumo_gap_ev": [8.77, 8.77], "homo_ha": [-0.3308, -0.3308], "e_tot_ev": -16889.4434, "charge": 0, "elements": ["C", "C", "C", "N", "O", "O", "I", "H", "H", "H", "H", "H", "H"], "xyz": [[-0.595, 0.562, 1.215], [-0.220, 0.533, -1.277], [0.329, 0.345, 0.075], [0.513, -1.789, 0.003], [1.096, -2.371, 0.895], [-0.179, -2.279, -0.887], [2.324, 0.907, 0.278], [-0.201, 0.081, 2.204], [-1.676, 0.578, 0.990], [-0.377, 1.638, 1.326], [-1.158, 0.066, -1.380], [0.428, 0.173, -2.118], [-0.284, 1.556, -1.324]]}

=====

5.
{"formula": "C3H6KO4", "method": "the ωB97M-V functional and the def2-TZVPD basis", "lumo_energy_ev": [2.0, 2.0], "e_above_lowest_ev": 2.0257, "homo_lumo_gap_ev": [3.44, 3.44], "homo_ha": [-0.0540, -0.0540], "e_tot_ev": -27721.2525, "charge": -1, "elements": ["H", "C", "C", "O", "C", "O", "O", "O", "K", "H", "H", "H", "H", "H"], "xyz": [[0.370, -2.592, -1.297], [-0.321, 1.581, 1.499], [-0.323, 0.091, 1.207], [-1.068, -0.219, 0.018], [-0.418, -0.864, -1.051], [0.186, -2.044, -0.529], [-1.174, -1.029, -2.062], [0.771, -0.020, -1.408], [1.575, 1.655, -0.078], [0.440, 1.872, 2.245], [-0.554, 2.245, 0.646], [-0.793, -0.455, 2.040], [0.664, -0.422, 1.104], [0.645, 0.200, -2.335]]}

=====

6.
{"formula": "C3H6MgO4PbS", "method": "the ωB97M-V functional and the def2-TZVPD basis", "lumo_energy_ev": -2.1, "e_above_lowest_ev": 1.4995, "homo_lumo_gap_ev": 4.31, "homo_ha": -0.2373, "e_tot_ev": -32921.6580, "charge": 0, "elements": ["Pb", "S", "O", "O", "O", "C", "C", "O", "C", "Mg", "H", "H", "H", "H", "H", "H"], "xyz": [[0.597, 1.694, 0.673], [3.098, 0.710, -0.556], [3.097, -0.781, 0.167], [2.525, 1.786, 0.510], [-0.408, 1.507, -0.995], [-1.337, 0.520, -1.249], [-1.510, -0.632, -0.263], [-0.288, -1.070, 0.337], [0.093, -0.273, 1.559], [1.426, -1.314, -0.595], [-1.032, 0.054, -2.214], [-2.348, 0.969, -1.349], [-1.900, -1.512, -0.796], [-2.209, -0.364, 0.543], [0.935, -0.867, 1.963], [-0.739, -0.428, 2.265]]}